(1)
Computed, not measured: a structure of composition C9H23BClCoLiO7 in a non-equilibrium geometry, with ωB97M-V/def2-TZVPD.

The molar mass is 355.41 u. As for the LUMO energy (alpha / beta): -4.104 / -9.661 eV. Its total charge is +1. Its multiplicity is 5. As for the calculated total energy: -75047.05104 eV. For the gap between HOMO and LUMO (alpha / beta), the calculation gives 7.46 / 1.91 eV.

```
43
Properties=species:S:1:pos:R:3:forces:R:3
Co -22.013 9.277 17.917 0.2 -3.0 -1.3
Li -25.398 10.639 19.680 0.2 1.0 1.2
C -22.341 6.919 16.063 -0.4 1.3 0.2
O -21.539 7.401 17.089 0.1 2.6 1.6
H -23.121 7.658 15.879 -0.6 0.3 -0.4
H -21.774 6.893 15.132 0.0 -0.6 -0.1
H -22.878 6.005 16.317 0.4 -0.5 -0.1
B -24.004 9.618 18.252 -0.3 0.4 0.5
H -25.079 9.544 18.195 -3.7 -0.3 -0.4
H -23.628 8.613 18.364 1.3 -4.4 0.7
H -23.610 10.003 17.324 1.5 1.9 -4.2
H -23.643 10.216 19.075 1.4 2.4 3.1
Cl -24.471 13.253 20.216 1.0 -1.2 -2.4
O -24.545 12.099 21.096 0.3 -0.6 1.1
O -24.856 14.450 20.778 -0.1 2.0 2.3
O -23.211 13.316 19.552 1.6 0.1 1.0
O -25.378 12.952 19.173 -3.0 -1.6 -2.3
C -27.857 8.402 16.908 -0.1 1.3 0.1
C -27.000 8.601 15.692 1.2 -1.6 -1.4
C -26.496 7.101 15.462 -0.2 0.9 -1.1
O -27.708 6.379 15.767 1.9 -0.1 -0.1
C -28.190 6.930 16.969 -1.4 0.9 0.1
H -28.706 9.048 16.686 -0.4 -0.2 1.0
H -27.309 8.685 17.807 -0.3 0.3 -0.1
H -26.269 9.403 15.792 0.4 -0.5 0.0
H -27.520 8.759 14.747 -0.5 0.5 0.3
H -25.660 6.855 16.117 -0.1 -0.3 0.9
H -26.128 6.798 14.482 -0.5 0.1 -0.1
H -27.625 6.440 17.762 -0.1 -0.4 0.3
H -29.267 6.793 17.060 0.2 -0.8 -0.1
C -25.268 6.842 22.366 0.1 0.5 -0.8
C -25.347 8.002 23.342 0.9 -0.4 0.6
C -24.784 9.171 22.561 -0.8 0.2 0.3
O -25.346 8.998 21.221 -0.8 0.8 0.5
C -25.457 7.599 20.975 0.5 -0.9 0.7
H -25.993 6.103 22.705 -0.2 -0.1 -0.9
H -24.305 6.335 22.319 0.1 0.2 0.3
H -24.816 7.802 24.272 0.4 0.0 -0.1
H -26.366 8.125 23.709 -0.2 0.5 -0.6
H -23.699 9.186 22.456 0.1 -0.2 0.2
H -25.107 10.096 23.038 0.0 0.3 -0.7
H -24.641 7.436 20.270 0.0 -0.9 0.0
H -26.394 7.302 20.504 -0.3 0.5 0.0
```
Positions in Å, forces in eV/Å.

Here are the Mulliken charges for atoms 1 to 2, given in e: 0.587 0.663


(2)
Computed, not measured: the ion C9H23N2Si with charge +1 in a non-equilibrium geometry, with ωB97M-V/def2-TZVPD.

The molar mass is 187.38 u. As for the LUMO energy (alpha / beta): -2.637 / -4.995 eV. Its total charge is +1. Its multiplicity is 3. As for the calculated total energy: -20549.91513 eV. As for the energy above the lowest of the compared OMol25 structures with the same formula, charge and spin: 168.77 kJ/mol. For the gap between HOMO and LUMO (alpha / beta), the calculation gives 5.71 / 7.05 eV.

```
35
Properties=species:S:1:pos:R:3:forces:R:3
C 1.877 1.950 -1.979 9.0 2.6 2.8
C 0.694 1.526 -2.442 -6.8 -1.8 -2.1
C -0.733 -0.026 2.560 -0.1 1.5 -2.4
C 1.632 0.537 1.771 0.3 2.2 2.4
C 0.262 -2.241 -1.379 -1.0 0.4 0.3
C 0.941 -2.747 0.821 0.3 -0.9 1.1
C -2.693 1.864 0.279 -2.0 -2.3 0.4
C -0.577 2.039 -1.923 0.1 -3.0 -0.4
C 0.058 -0.204 0.176 -4.0 -1.3 0.9
N 0.330 0.039 1.459 -0.7 -0.2 3.7
N 0.088 -1.870 0.067 -1.3 -0.9 -3.9
Si -1.665 0.822 -0.837 2.9 -1.1 -0.5
H 2.844 1.677 -2.436 -0.8 0.1 -0.5
H 2.171 2.633 -1.181 -1.1 -0.3 0.4
H 0.716 0.615 -2.970 -0.4 -1.2 -0.5
H -0.813 1.023 2.897 -0.3 -0.4 0.1
H -1.647 -0.316 1.986 0.4 0.3 0.8
H -0.685 -0.639 3.458 0.9 -0.5 -0.4
H 2.142 0.981 0.929 0.0 -0.2 -0.5
H 1.435 1.412 2.442 0.5 -0.3 -0.3
H 2.373 -0.038 2.353 -0.6 -0.6 -0.4
H -0.507 -2.930 -1.689 -0.2 -0.2 -0.1
H 0.181 -1.346 -1.946 -0.1 0.7 -0.7
H 1.204 -2.680 -1.532 1.2 -0.5 -0.2
H 1.960 -2.691 0.443 0.0 0.0 0.3
H 0.847 -2.362 1.822 0.5 -0.4 0.8
H 0.552 -3.818 0.752 0.6 1.5 0.1
H -3.770 1.390 0.308 2.1 0.9 0.6
H -2.136 1.882 1.222 -0.7 -0.1 0.2
H -2.833 2.868 -0.018 0.1 1.1 -0.7
H -1.287 2.322 -2.640 -1.2 0.3 -1.6
H -0.414 2.886 -1.386 0.5 2.5 1.9
H 0.891 0.169 -0.272 2.2 0.3 -2.5
H -0.834 -2.253 0.242 -0.5 0.9 0.4
H -2.247 -0.343 -1.660 0.1 0.9 0.5
```
Positions in Å, forces in eV/Å.

Here are the Mulliken charges for atoms 1 to 2, given in e: -1.221 -0.230


(3)
Computed, not measured: a cluster of 2 separate species, C9H23N3OP in total in a non-equilibrium geometry, with ωB97M-V/def2-TZVPD.

The molar mass is 220.28 u. As for the LUMO energy: -4.906 eV. Its total charge is +1. Its multiplicity is 1. As for the calculated total energy: -25503.02774 eV. As for the energy above the lowest of the compared OMol25 structures with the same formula, charge and spin: 328.22 kJ/mol. For the gap between HOMO and LUMO, the calculation gives 6.65 eV.

```
37
Properties=species:S:1:pos:R:3:forces:R:3
C 1.680 -1.182 1.084 -0.9 -0.2 1.6
C 3.941 -1.722 1.243 3.7 3.3 -2.1
C -3.970 2.391 -2.355 0.2 -2.9 -5.0
C 2.086 -0.524 -1.182 -2.2 4.4 -1.8
C 0.152 -1.887 -0.799 -0.8 0.1 -2.4
C -0.561 1.578 1.200 -3.5 0.0 1.0
C -1.828 -0.493 1.757 -2.9 -0.5 -2.2
C 2.983 -0.620 1.644 -0.4 1.7 -3.0
C -2.447 2.275 -2.486 0.1 2.1 0.2
N 1.290 -1.251 -0.240 2.0 1.2 0.1
N -1.628 0.650 0.872 -2.4 -1.8 -2.9
N 0.917 -1.748 1.909 -2.7 -1.2 -0.6
O -1.806 1.714 -1.331 -0.7 -1.0 1.8
P -2.484 0.482 -0.544 2.2 1.9 1.6
H 3.814 -2.072 0.224 -0.5 0.0 -0.1
H 5.075 -1.441 1.226 -2.0 -0.4 0.6
H 3.744 -2.457 1.890 -0.2 -3.3 2.3
H -4.430 2.652 -3.392 1.0 0.4 1.8
H -4.550 1.433 -2.257 1.0 0.5 0.6
H -4.172 3.040 -1.628 -1.4 2.7 2.7
H 2.620 0.410 -0.777 -1.0 -1.5 -0.3
H 2.792 -1.021 -1.760 1.3 -1.6 -0.7
H 1.345 -0.069 -2.040 1.6 -0.9 2.1
H 0.453 -2.148 -1.942 -1.1 0.1 2.9
H -0.294 -2.676 -0.216 0.8 -0.9 0.1
H -0.790 -1.232 -0.846 1.1 0.0 -0.4
H -0.479 2.174 0.355 1.1 1.3 -1.1
H -1.026 2.101 2.044 0.9 0.4 0.1
H 0.191 0.941 1.482 2.5 -0.8 0.6
H -2.901 -0.761 1.845 0.4 0.5 0.1
H -1.355 -1.372 1.429 1.0 -0.9 -0.5
H -1.446 -0.257 2.649 1.2 0.8 3.6
H 2.833 -0.449 2.694 0.2 -0.3 0.4
H 3.190 0.401 1.211 0.2 -1.0 0.3
H -1.860 3.259 -2.653 -1.5 -1.4 0.3
H -2.123 1.611 -3.198 0.2 -1.2 -2.5
H 1.044 -1.729 2.888 1.0 0.3 0.8
```
Positions in Å, forces in eV/Å.

Here are the Mulliken charges for atoms 1 to 2, given in e: 0.361 -1.157


(4)
Computed, not measured: a structure of composition C9H23N5O6Sc in a non-equilibrium geometry, with ωB97M-V/def2-TZVPD.

The molar mass is 342.27 u. As for the LUMO energy (alpha / beta): -4.979 / -4.983 eV. Its total charge is +1. Its multiplicity is 1. As for the calculated total energy: -50132.49117 eV. As for the energy above the lowest of the compared OMol25 structures with the same formula, charge and spin: 73.29 kJ/mol. For the gap between HOMO and LUMO (alpha / beta), the calculation gives 5.57 / 5.54 eV.

```
44
Properties=species:S:1:pos:R:3:forces:R:3
O 0.785 -0.562 -2.494 1.4 3.1 1.4
H 1.275 -1.454 -2.427 0.4 -1.2 0.5
Sc 0.027 -0.205 -0.595 -1.2 -3.2 2.6
N 1.027 -0.492 1.379 1.1 -1.9 0.5
N 1.221 -2.157 -0.489 1.3 -0.5 1.7
N -1.105 1.397 0.465 -2.2 2.5 0.3
N -1.467 0.745 -1.937 -1.8 1.9 -1.0
O 1.131 0.474 2.280 -0.8 0.6 0.3
O -0.971 1.683 1.791 -0.2 -0.2 -1.3
O -1.608 0.407 -3.294 0.4 0.0 0.8
O 1.584 -2.777 -1.573 -0.6 0.4 -1.1
C 1.680 -2.631 0.687 -1.2 0.1 -2.1
C 1.540 -1.698 1.749 -1.2 2.6 -0.1
C -2.060 2.109 -0.169 2.0 -1.2 2.8
C -2.277 1.719 -1.531 1.4 -2.2 -2.1
C 1.967 -1.941 3.153 0.2 -0.2 0.2
H 1.171 -1.655 3.853 0.2 0.1 -0.2
H 2.865 -1.357 3.402 -0.3 0.0 0.0
H 2.195 -3.001 3.312 -0.1 0.3 -0.1
C 2.295 -3.977 0.810 0.4 -0.2 0.1
H 2.801 -4.257 -0.119 -0.2 0.1 0.2
H 1.531 -4.738 1.026 0.1 0.2 -0.1
H 3.019 -3.997 1.632 -0.1 0.0 -0.2
C -2.856 3.184 0.485 -0.1 0.1 0.2
C -3.300 2.356 -2.399 -0.1 0.0 -0.2
H -2.488 3.372 1.496 -0.1 -0.1 -0.3
H -3.917 2.902 0.540 0.2 0.0 0.0
H -2.799 4.114 -0.099 0.0 -0.2 0.1
H -3.332 1.866 -3.376 0.0 0.2 0.3
H -3.077 3.423 -2.539 0.0 -0.2 0.1
H -4.292 2.292 -1.930 0.2 0.0 -0.1
H -0.067 1.191 2.066 0.5 -0.1 0.3
H -0.767 -0.065 -3.495 -0.5 0.2 0.2
C 1.699 0.577 -1.813 0.8 -0.7 -3.3
H 2.563 0.118 -1.312 -0.5 0.0 0.1
H 1.152 1.328 -1.175 0.3 -0.3 -0.7
H 2.031 1.121 -2.700 0.1 0.1 0.5
O 3.010 2.754 2.116 -0.6 -0.4 -0.6
H 2.794 3.221 1.292 0.2 -0.1 0.5
H 2.365 2.011 2.151 0.5 0.4 0.1
N -1.646 -1.683 -0.111 -0.1 0.2 -0.1
H -1.643 -2.459 -0.784 -0.1 0.2 0.4
H -2.547 -1.197 -0.154 0.2 -0.5 0.1
H -1.508 -2.061 0.832 -0.1 0.1 -0.4
```
Positions in Å, forces in eV/Å.

Here are the Mulliken charges for atoms 1 to 2, given in e: -0.560 0.433


(5)
Computed, not measured: a structure of composition C9H24AgO9 in a non-equilibrium geometry, with ωB97M-V/def2-TZVPD.

The molar mass is 384.15 u. As for the LUMO energy (alpha / beta): 6.024 / 6.030 eV. Its total charge is -3. Its multiplicity is 3. As for the calculated total energy: -32130.41582 eV. For the gap between HOMO and LUMO (alpha / beta), the calculation gives 3.14 / 3.08 eV.

```
43
Properties=species:S:1:pos:R:3:forces:R:3
Ag 0.098 0.112 -0.138 1.2 -1.6 1.3
O 2.207 -0.654 0.339 0.0 0.8 -0.1
C 3.211 -0.050 -0.413 0.1 -0.5 1.8
C 4.535 0.546 0.371 -0.3 -2.1 1.2
O 5.286 -0.301 1.226 -1.0 1.3 -1.8
H 2.722 0.731 -0.996 0.4 1.2 -0.5
H 3.568 -0.772 -1.148 0.7 -0.5 -0.6
H 4.207 1.443 0.897 -0.8 0.6 0.8
H 5.111 1.049 -0.406 0.8 -0.1 -1.2
O -2.340 -1.680 4.346 1.5 3.3 0.3
C -1.618 -0.442 4.566 -1.6 -4.1 -0.2
C -1.251 0.436 3.283 0.8 -0.6 -2.7
O -0.587 -0.206 2.195 -1.1 0.8 2.6
H -0.709 -0.665 5.126 0.9 0.0 -0.4
H -2.175 0.121 5.315 -0.5 1.2 -0.2
H -0.691 1.337 3.535 0.6 0.1 0.9
H -2.157 0.861 2.851 -0.9 -0.4 0.2
O -0.889 -2.222 -0.052 -1.0 -1.7 -1.2
C -1.416 -2.947 -1.156 -0.4 0.9 0.5
C -2.048 -4.429 -1.030 -1.2 -2.1 2.5
O -3.239 -4.795 -0.345 1.3 1.8 -1.2
H -0.590 -3.004 -1.866 0.6 -0.6 -0.1
H -2.119 -2.317 -1.700 -0.7 0.3 0.0
H -1.269 -5.037 -0.570 1.0 0.3 0.6
H -2.104 -4.983 -1.967 0.2 1.0 -1.5
C 1.261 2.828 1.256 0.6 -0.4 0.1
O 0.615 2.439 0.026 0.1 1.4 0.8
H 1.714 3.812 1.127 0.3 0.1 -0.1
H 0.617 2.903 2.132 -0.6 -0.3 -0.2
H 2.025 2.082 1.477 0.0 0.0 -0.1
H 0.306 3.290 -0.293 -0.4 -0.2 -0.5
C 0.619 1.351 -3.192 -0.2 -0.6 0.4
O 0.541 0.115 -2.486 0.3 0.2 -1.1
H 1.262 2.082 -2.702 0.0 -0.1 0.4
H 1.066 1.154 -4.166 -0.4 0.3 -0.4
H -0.420 1.680 -3.201 0.1 0.6 -0.6
H 1.006 -0.512 -3.044 0.2 -0.4 0.6
C -2.773 0.648 -1.874 0.6 0.1 0.6
O -2.007 0.890 -0.652 -1.8 0.4 -1.7
H -2.214 -0.066 -2.479 -0.2 -0.1 0.3
H -3.786 0.321 -1.638 0.1 -0.5 0.0
H -2.909 1.552 -2.466 0.3 0.4 0.0
H -2.666 1.298 -0.086 0.4 -0.1 0.7
```
Positions in Å, forces in eV/Å.

Here are the Mulliken charges for atoms 1 to 2, given in e: 0.820 -0.676


(6)
Computed, not measured: a structure of composition C9H24BrMnO3 in a non-equilibrium geometry, with ωB97M-V/def2-TZVPD.

The molar mass is 315.13 u. As for the LUMO energy (alpha / beta): 0.230 / -0.457 eV. Its multiplicity is 7. As for the calculated total energy: -117226.53508 eV. For the gap between HOMO and LUMO (alpha / beta), the calculation gives 7.07 / 9.08 eV.

```
38
Properties=species:S:1:pos:R:3:forces:R:3
Mn 0.247 -3.556 1.570 -0.9 0.3 0.2
Br -0.316 -1.323 0.448 0.2 -0.6 0.1
C -1.088 1.617 -4.164 -0.2 -0.1 -1.0
C -0.771 1.806 -2.700 -0.8 -0.2 -0.1
C -1.995 1.832 -1.825 -0.7 0.2 0.2
O 0.094 0.776 -2.268 0.8 0.0 -0.4
H -1.537 0.659 -4.427 0.4 -0.4 0.4
H -0.177 1.756 -4.747 0.0 -0.2 -0.1
H -1.826 2.289 -4.601 0.1 0.7 0.5
H -0.267 2.768 -2.611 0.3 0.1 0.2
H -1.692 1.969 -0.787 -0.1 0.1 0.0
H -2.606 0.933 -1.895 0.3 -0.4 0.0
H -2.711 2.606 -2.099 0.3 0.4 0.0
H -0.282 0.257 -1.554 -0.2 0.0 0.1
C -3.071 1.422 1.720 -0.4 0.3 -0.6
C -1.786 2.005 2.333 -2.1 0.1 0.2
C -2.202 2.703 3.636 0.6 0.8 -0.1
O -0.935 1.004 2.718 1.5 -0.9 1.0
H -3.805 2.225 1.654 -0.3 0.0 0.3
H -3.452 0.596 2.320 0.0 0.2 0.4
H -3.058 1.025 0.705 0.7 0.0 -0.1
H -1.318 2.729 1.665 0.1 0.1 -0.2
H -2.922 2.126 4.216 0.2 -0.2 0.0
H -2.607 3.706 3.502 -0.4 -0.1 -0.5
H -1.304 2.920 4.216 0.1 -0.4 0.2
H -0.715 0.370 2.032 -0.2 0.0 -0.4
C 4.358 -2.956 1.059 0.2 0.2 0.1
C 2.979 -2.900 0.324 3.4 1.4 -1.1
C 3.243 -3.033 -1.203 -1.0 1.5 0.4
O 2.128 -3.912 0.762 0.1 -0.7 0.1
H 5.115 -2.284 0.656 -0.4 0.4 -0.6
H 4.880 -3.908 0.961 -0.4 -0.5 0.2
H 4.357 -2.641 2.102 -0.5 -0.4 0.2
H 2.567 -1.921 0.567 -0.4 -0.2 -0.3
H 2.362 -2.657 -1.722 -0.2 -0.1 -0.1
H 3.454 -4.013 -1.632 0.3 -0.2 0.6
H 4.020 -2.307 -1.445 0.2 -0.3 -0.2
H 2.638 -4.687 0.516 -0.5 -0.9 0.3
```
Positions in Å, forces in eV/Å.

Here are the Mulliken charges for atoms 1 to 2, given in e: 0.097 -0.424


Copy entry 5 word for word.
Computed, not measured: a structure of composition C9H24AgO9 in a non-equilibrium geometry, with ωB97M-V/def2-TZVPD.

The molar mass is 384.15 u. As for the LUMO energy (alpha / beta): 6.024 / 6.030 eV. Its total charge is -3. Its multiplicity is 3. As for the calculated total energy: -32130.41582 eV. For the gap between HOMO and LUMO (alpha / beta), the calculation gives 3.14 / 3.08 eV.

```
43
Properties=species:S:1:pos:R:3:forces:R:3
Ag 0.098 0.112 -0.138 1.2 -1.6 1.3
O 2.207 -0.654 0.339 0.0 0.8 -0.1
C 3.211 -0.050 -0.413 0.1 -0.5 1.8
C 4.535 0.546 0.371 -0.3 -2.1 1.2
O 5.286 -0.301 1.226 -1.0 1.3 -1.8
H 2.722 0.731 -0.996 0.4 1.2 -0.5
H 3.568 -0.772 -1.148 0.7 -0.5 -0.6
H 4.207 1.443 0.897 -0.8 0.6 0.8
H 5.111 1.049 -0.406 0.8 -0.1 -1.2
O -2.340 -1.680 4.346 1.5 3.3 0.3
C -1.618 -0.442 4.566 -1.6 -4.1 -0.2
C -1.251 0.436 3.283 0.8 -0.6 -2.7
O -0.587 -0.206 2.195 -1.1 0.8 2.6
H -0.709 -0.665 5.126 0.9 0.0 -0.4
H -2.175 0.121 5.315 -0.5 1.2 -0.2
H -0.691 1.337 3.535 0.6 0.1 0.9
H -2.157 0.861 2.851 -0.9 -0.4 0.2
O -0.889 -2.222 -0.052 -1.0 -1.7 -1.2
C -1.416 -2.947 -1.156 -0.4 0.9 0.5
C -2.048 -4.429 -1.030 -1.2 -2.1 2.5
O -3.239 -4.795 -0.345 1.3 1.8 -1.2
H -0.590 -3.004 -1.866 0.6 -0.6 -0.1
H -2.119 -2.317 -1.700 -0.7 0.3 0.0
H -1.269 -5.037 -0.570 1.0 0.3 0.6
H -2.104 -4.983 -1.967 0.2 1.0 -1.5
C 1.261 2.828 1.256 0.6 -0.4 0.1
O 0.615 2.439 0.026 0.1 1.4 0.8
H 1.714 3.812 1.127 0.3 0.1 -0.1
H 0.617 2.903 2.132 -0.6 -0.3 -0.2
H 2.025 2.082 1.477 0.0 0.0 -0.1
H 0.306 3.290 -0.293 -0.4 -0.2 -0.5
C 0.619 1.351 -3.192 -0.2 -0.6 0.4
O 0.541 0.115 -2.486 0.3 0.2 -1.1
H 1.262 2.082 -2.702 0.0 -0.1 0.4
H 1.066 1.154 -4.166 -0.4 0.3 -0.4
H -0.420 1.680 -3.201 0.1 0.6 -0.6
H 1.006 -0.512 -3.044 0.2 -0.4 0.6
C -2.773 0.648 -1.874 0.6 0.1 0.6
O -2.007 0.890 -0.652 -1.8 0.4 -1.7
H -2.214 -0.066 -2.479 -0.2 -0.1 0.3
H -3.786 0.321 -1.638 0.1 -0.5 0.0
H -2.909 1.552 -2.466 0.3 0.4 0.0
H -2.666 1.298 -0.086 0.4 -0.1 0.7
```
Positions in Å, forces in eV/Å.

Here are the Mulliken charges for atoms 1 to 2, given in e: 0.820 -0.676